Entry 1:
{
  "formula": "C4H10O2",
  "method": "wB97M-V/def2-TZVPD",
  "species": ["H", "C", "C", "O", "H", "H", "H", "H", "H", "H", "C", "H", "H", "H", "C", "O"],
  "coordinates": [[-1.4355, 1.5807, -0.8819], [-0.2040, 0.3747, 0.6242], [0.1777, -0.5571, -0.5022], [1.1422, -1.4602, -0.0052], [1.9934, -1.2905, -2.0329], [0.5281, -0.0297, -1.4526], [-2.4205, 0.6780, 0.4438], [-1.2740, 2.3911, 2.0346], [0.5545, 1.0850, 0.9112], [1.0412, -2.9644, -1.5697], [-1.4436, 1.2595, 0.2316], [-0.6700, -1.0987, -0.9286], [2.6222, -2.6558, -0.8742], [-0.4216, -0.2284, 1.5207], [1.7436, -2.1225, -1.1789], [-1.4122, 2.5609, 0.9779]],
  "mulliken_charge": [0.2837, -0.4294, -0.4945, -0.3287, 0.2608, 0.2779, 0.2285, 0.3090, 0.2888, 0.2374, -0.3499, 0.3366, 0.2711, 0.2715, -0.6019, -0.5609],
  "energy_ha": -308.80967,
  "e_homo_ev": -9.99,
  "e_above_lowest_ev": 2.408,
  "e_lumo_ev": 1.0
}



Entry 2:
{
  "formula": "C39H51KN4O6PTe",
  "method": "wB97M-V/def2-TZVPD",
  "species": ["C", "H", "H", "O", "C", "N", "C", "H", "H", "C", "C", "H", "H", "H", "O", "C", "H", "H", "C", "H", "H", "O", "Te", "C", "H", "C", "H", "C", "C", "H", "C", "H", "H", "H", "H", "H", "C", "N", "C", "C", "C", "C", "C", "C", "K", "H", "O", "H", "H", "H", "C", "C", "C", "C", "C", "N", "H", "H", "H", "O", "C", "C", "H", "H", "C", "H", "H", "C", "H", "H", "H", "C", "H", "H", "H", "C", "H", "C", "H", "H", "H", "H", "H", "H", "H", "H", "H", "C", "C", "C", "N", "C", "C", "H", "C", "H", "P", "C", "H", "O", "C", "H", "H"],
  "coordinates": [[0.4757, 0.3873, 2.0711], [-4.5516, -4.6187, 0.4643], [4.6392, -5.2071, 4.7158], [2.4711, 0.8535, 0.0735], [5.1827, -4.6903, 3.9239], [0.0738, 3.5579, 0.9748], [4.7674, -1.0824, 0.5420], [-4.4026, 2.4409, -0.9175], [5.1358, -1.7056, -0.2775], [-6.3886, 2.2528, -0.1354], [3.5647, -1.9553, -3.2591], [-2.0242, 4.9626, 1.4402], [0.2562, 1.8211, -3.0725], [1.0077, 3.2446, 0.7294], [-3.3956, 0.0796, -2.6697], [-2.8063, 4.3250, -0.4496], [-3.6697, 2.1820, -4.1883], [2.9877, -0.2227, -2.1784], [2.9845, -3.4823, 3.5944], [2.4679, -4.3646, 0.7062], [-0.1702, 4.4530, -0.8909], [-4.9194, 0.4321, -0.6543], [1.1005, -0.9727, 0.5003], [0.7446, -2.4554, 3.4237], [-5.5806, -3.9758, -0.8352], [1.6192, 1.1237, -0.8734], [-6.8875, 2.0955, -1.0943], [1.2006, 3.6789, -3.6058], [2.1930, 4.5999, -3.2881], [4.0097, -3.8659, -4.1465], [-0.5166, 1.6870, 4.3979], [0.5621, 3.8481, -4.4642], [-5.3211, 0.7646, -2.9779], [1.5831, 2.0651, 4.8304], [0.0981, 3.8101, 1.9565], [-1.9095, 6.1664, 0.1647], [-4.9457, 1.8022, -0.2259], [-1.2730, -1.9637, -1.8068], [-1.7577, 5.1088, 0.3893], [-4.5683, -3.9913, -0.4284], [-4.1231, -2.5870, -0.0717], [2.6729, -1.7979, 1.8593], [-0.9130, 0.4578, 2.3382], [1.8350, 2.3115, -1.7180], [-1.1782, 1.6683, -0.3790], [-4.8415, -0.6344, -3.9521], [-4.2297, -1.7662, -1.2224], [3.4770, 3.0295, -0.5650], [2.9321, -5.1321, -2.3208], [5.6337, -0.6044, 1.0090], [-4.4966, 0.3167, -3.5352], [3.5534, -3.3409, -3.3145], [2.3498, -1.9872, -1.1416], [1.3560, 0.9881, 2.9965], [4.3155, -3.6558, 3.2530], [-1.3738, 2.7942, 6.5475], [-6.4039, 3.3166, 0.1026], [-6.9298, 1.6916, 0.6297], [2.3180, 5.4939, -3.8861], [-3.9754, 4.7509, -0.3870], [2.8427, 3.2306, -1.4191], [2.1660, -2.5765, 2.9246], [0.6342, -1.5628, 4.0435], [-4.7481, -2.1866, 0.7352], [2.3469, -3.3917, -1.2114], [0.3402, 5.5908, 0.3664], [0.8560, -3.7861, 0.3044], [2.9446, -4.0461, -2.2888], [0.0317, -2.3632, 2.6076], [0.4737, -3.3250, 4.0265], [4.1259, -0.3127, 0.1332], [-0.9894, 2.2881, 5.5667], [-2.4756, 1.1170, 3.6476], [2.4235, 0.9303, 2.8005], [-1.5965, -0.0350, 1.6439], [1.0221, 2.5480, -2.8317], [-4.8597, 1.4774, -5.3123], [-1.4098, 1.0831, 3.4510], [-1.1548, -1.1079, -2.3462], [5.5157, -5.4372, 3.1990], [-3.0819, -2.6023, 0.2711], [1.4980, -5.2378, -0.4886], [5.8827, -2.9338, 1.9947], [2.5602, -4.0860, 4.3923], [-3.8972, -4.4127, -1.1774], [6.0746, -4.2339, 4.3594], [-0.6620, -1.8298, -1.0069], [1.7524, -4.2444, -0.1119], [3.0151, 4.3643, -2.1927], [0.8940, 1.6185, 4.1218], [0.5980, 0.3466, -1.0386], [-4.0335, 1.2556, -4.6340], [4.8305, -2.8441, 2.2559], [3.7896, 5.0797, -1.9420], [4.0427, -1.9250, 1.5654], [4.0393, -1.3844, -4.0506], [-3.5130, -0.2941, -1.0981], [2.9647, -1.3047, -2.1916], [-0.8793, -2.7109, -2.3708], [-2.4003, 3.3301, -1.1140], [-0.3002, 4.7178, 0.1618], [-4.4602, 1.8949, 0.7518], [-3.2187, 0.7994, -5.1987]],
  "mulliken_charge": [1.9722, 0.3964, 0.3462, -0.9329, -1.6944, -0.3580, -1.8082, 0.0569, 0.3078, -1.5611, -0.9936, 0.2205, 0.4536, -0.0609, -0.2323, 0.4932, 0.2267, 0.2627, -0.9289, 0.1871, 0.0125, -0.4010, 0.9608, -1.8164, 0.3250, -0.5283, 0.3366, -0.8527, -0.4451, 0.3456, 0.1805, 0.4070, 0.2102, 0.3240, 0.2390, 0.3685, 0.4507, -0.2747, -0.9155, -1.4728, 0.3384, 0.0575, -0.1576, 0.8835, 2.5534, 0.2523, -0.4362, 0.4314, 0.3676, 0.5863, -0.1124, -0.6396, 0.3715, -1.0936, 0.8347, -0.8309, 0.3622, 0.3218, 0.3789, -0.8172, -0.1321, 1.3664, 0.2388, 0.2853, 0.7670, 0.4530, 0.0360, -0.6614, 0.0667, 0.5164, -0.2484, -0.0416, 0.3791, 0.1847, 0.5000, -0.1650, 0.3991, -1.0876, 0.1408, 0.3159, -0.1016, 0.5231, 0.3505, 0.2584, 0.3159, 0.3444, -0.6824, -1.4434, -0.7930, -0.8575, -0.4765, -1.2079, -0.7389, 0.3898, 1.5265, 0.4424, -0.1641, -0.0231, 0.2420, -1.0112, -0.1512, 0.1996, 0.2864],
  "spin_multiplicity": 2,
  "energy_ha": -3396.51456,
  "e_homo_ev": [0.90, -2.55],
  "e_above_lowest_ev": 1.185,
  "e_lumo_ev": [3.9, 3.9],
  "charge": -2
}



Entry 3:
{
  "formula": "C4H2Cl2O2",
  "method": "wB97M-V/def2-TZVPD",
  "species": ["Cl", "C", "O", "C", "H", "O", "H", "C", "C", "Cl"],
  "coordinates": [[-1.3803, -1.3733, 1.4655], [0.6812, -0.1723, -1.0119], [1.9711, -0.9195, 1.1473], [1.1016, -0.4842, 0.4429], [-0.4301, 0.9165, 1.5411], [1.2162, -0.3956, -2.0872], [-1.5340, -0.1201, -1.0626], [-0.4121, -0.0542, 0.8781], [-0.6705, 0.4080, -0.5684], [-0.5431, 2.1948, -0.7448]],
  "mulliken_charge": [-0.1579, 0.1818, -0.4497, 0.3566, 0.3336, -0.4803, 0.3587, -0.1237, 0.1424, -0.1615],
  "energy_ha": -1224.42369,
  "e_homo_ev": -10.12,
  "e_above_lowest_ev": 1.369,
  "e_lumo_ev": -1.8
}



Entry 4:
{
  "formula": "C19H55BrN7O2P4",
  "method": "wB97M-V/def2-TZVPD",
  "species": ["H", "N", "H", "C", "C", "H", "P", "H", "H", "N", "H", "N", "C", "N", "H", "H", "C", "H", "C", "C", "C", "H", "H", "H", "C", "H", "H", "H", "H", "H", "H", "O", "H", "H", "P", "H", "C", "H", "H", "H", "H", "H", "H", "C", "H", "H", "H", "H", "H", "H", "N", "C", "H", "H", "H", "H", "N", "O", "H", "C", "C", "H", "H", "C", "C", "H", "H", "Br", "H", "H", "H", "H", "H", "C", "H", "H", "H", "H", "H", "H", "P", "H", "N", "C", "P", "H", "C", "C"],
  "coordinates": [[-5.9312, 1.7277, 5.5214], [6.8008, -2.7366, 0.2929], [-3.0914, -2.0652, 5.3292], [-5.1792, 2.3553, 5.0313], [-3.1009, 1.4718, -6.1238], [1.2374, -0.7074, -3.1434], [-0.9445, 1.0485, -4.5843], [-0.6110, 1.7834, 3.3023], [-4.8009, -2.0591, 5.7942], [-1.6694, 1.0087, 4.9751], [-3.7175, -0.9533, 6.5784], [-3.8289, 1.8567, 5.2913], [-1.4281, -0.2813, -2.3399], [-2.3524, 0.4916, -5.3402], [0.1861, -2.1506, -3.1115], [4.3031, 1.9191, 0.4154], [-0.9575, -0.0952, 5.5887], [-1.1929, -1.1440, -1.7154], [-3.9345, -1.4200, 5.6161], [-4.9557, -1.0985, 3.4962], [4.8593, -1.0596, -2.1877], [0.7590, 0.1589, -0.4231], [-0.2099, 3.2333, -6.0988], [-0.5141, -0.7855, 4.8541], [-2.7574, -0.8868, -5.5283], [5.9583, 2.2767, 0.9009], [6.2797, 0.9925, -1.0780], [-2.9050, 2.4837, -5.7650], [1.9884, -1.5302, -1.0606], [-1.5924, -0.6719, 6.2565], [-5.3900, 2.3591, 3.9612], [-0.0973, 2.0002, -3.7886], [3.7388, 0.3474, -1.0211], [0.6293, 2.5351, -7.4752], [-3.1592, 0.8170, 4.0925], [-0.1565, 0.2964, 6.2195], [4.5698, -0.3455, -0.8589], [-3.5834, -0.9277, -6.2380], [-4.1216, 2.6252, 7.2077], [-2.5175, -0.2464, -2.4386], [0.0376, 0.3212, 1.1586], [-2.4610, 2.7210, 6.6631], [-4.3455, -1.8761, 3.0175], [1.2973, -1.3819, 0.9746], [0.7005, -1.5107, -4.6342], [-5.2367, -0.3783, 2.7287], [1.8428, -1.4456, 1.9148], [1.7077, -0.0113, -5.8852], [1.1986, 0.3402, -7.5444], [4.0223, -1.0677, 1.6241], [-0.8061, -0.3989, -3.6537], [5.2411, 1.4771, 0.7520], [5.1040, -4.0670, 1.5198], [5.5951, -1.8541, -2.0666], [1.4314, 2.6186, -5.8902], [7.3394, -2.9905, 1.1124], [-4.2538, -0.4421, 4.5996], [-2.5338, 0.0461, 2.9410], [3.9446, -1.5562, -2.5246], [0.4748, 2.4421, -6.3986], [-0.7596, 1.9711, 4.3744], [5.0470, 0.9539, 1.6873], [0.4010, -1.9940, 1.0005], [5.7558, 0.4584, -0.2910], [-3.3536, 2.0958, 6.6412], [6.4243, -0.2265, 0.2261], [-4.1763, 1.3106, -6.0358], [2.0280, -3.9217, -0.2216], [5.1720, -0.3576, -2.9526], [1.7134, 0.7836, 0.9918], [0.3403, -0.8736, -6.6476], [-3.1134, -1.3435, -4.6034], [-1.9525, -1.5074, -5.9272], [0.8336, 0.0958, -6.5457], [5.0797, -4.1318, -0.7585], [-1.1551, 2.9874, 4.4882], [0.2183, 1.9606, 4.8544], [-3.1335, 1.1691, 7.1726], [-1.1081, 0.6231, -1.8077], [-2.8208, 1.4295, -7.1818], [3.9667, -1.5904, 0.3265], [-5.8757, -1.5559, 3.8654], [-0.0823, 1.1224, -6.0958], [2.2336, -1.9940, -0.1076], [5.3538, -3.3198, 0.3529], [-5.2972, 3.3835, 5.3774], [0.3847, -1.2123, -3.6379], [0.9656, 0.0740, 0.6424]],
  "mulliken_charge": [0.3330, -0.6343, 0.3350, -1.1058, -1.1288, 0.3369, 0.5658, 0.1510, 0.3807, 0.3324, 0.2343, -0.0189, -1.3636, 0.1093, 0.4480, 0.2773, -1.0575, 0.4449, -1.0462, -1.0708, -1.5871, 0.0280, 0.3173, 0.2014, -0.7842, 0.3853, 0.4220, 0.3600, -0.7634, 0.3473, 0.3490, -0.8645, 0.5055, 0.3797, 0.8163, 0.4112, 0.3061, 0.4224, 0.4160, 0.2800, 0.1439, 0.2188, 0.3001, -1.0127, 0.2909, 0.3263, 0.3658, 0.3347, 0.3758, 0.1469, 0.5360, -1.1057, 0.1822, 0.3501, 0.3062, 0.2505, 0.1749, -0.8437, 0.3971, -1.0514, -1.1161, 0.3168, 0.6139, -0.5313, -0.8014, 0.2239, 0.4182, -0.0523, 0.4428, 0.3359, 0.2518, 0.2096, 0.2217, -1.0496, 0.1726, 0.3080, 0.4291, 0.2372, 0.3603, 0.3455, 0.1906, 0.3665, 0.1816, 1.2303, 0.0622, 0.4358, -1.2659, -0.6951],
  "energy_ha": -5229.68908,
  "e_homo_ev": -9.78,
  "e_lumo_ev": -3.4,
  "charge": 1
}